# 1
Here is C3H7N in the gas phase from the Open Molecules 2025 dataset. Energies are from ωB97M-V/def2-TZVPD.

Summary:
- Electronic energy: -173.2007 Eh
- Kohn-Sham gap: 10.569 eV
- HOMO level: -0.3407 hartree

Last columns: bonded neighbours and bond lengths (Å).
Cartesian coordinates (Å):
1 C 0.04 -1.06 0.84  N2 1.446, H5 1.120, H6 1.095, H7 1.096
2 N -0.73 -0.11 0.06  C1 1.446, C3 1.443, C4 1.453
3 C -0.05 1.16 0.01  N2 1.443, C4 1.488, H8 1.086, H9 1.106
4 C -0.14 0.31 -1.20  N2 1.453, C3 1.488, H10 1.089, H11 1.093
5 H 1.11 -0.74 0.83  C1 1.120
6 H -0.11 -2.08 0.46  C1 1.095
7 H -0.30 -1.01 1.88  C1 1.096
8 H -0.66 2.05 0.16  C3 1.086
9 H 0.93 1.14 0.52  C3 1.106
10 H -0.87 0.51 -1.99  C4 1.089
11 H 0.79 -0.15 -1.56  C4 1.093

***

# 2
Here is a gas-phase ion, C3H7N (charge +1) in a non-equilibrium geometry from the Open Molecules 2025 dataset. Energies are from ωB97M-V/def2-TZVPD.

Summary:
- Electronic energy: -172.8719 Eh
- Kohn-Sham gap (spin up / spin down): 11.699 / 7.929 eV
- HOMO level (spin up / spin down): -0.6303 / -0.6285 hartree
- Charge: +1
- Spin multiplicity: 2

Last columns: bonded neighbours and bond lengths (Å).
Cartesian coordinates (Å):
1 C -0.35 -1.30 0.05  C2 1.513, H5 1.099, H6 1.102, H7 1.084
2 C 0.78 -0.33 -0.22  C1 1.513, N4 1.479, H8 1.107, H9 1.088
3 C -0.30 1.79 0.31  N4 1.246, H10 1.104, H11 1.098
4 N 0.71 1.07 0.25  C2 1.479, C3 1.246
5 H -0.04 -2.35 0.12  C1 1.099
6 H -0.94 -0.95 0.91  C1 1.102
7 H -1.06 -1.26 -0.77  C1 1.084
8 H 1.03 -0.33 -1.30  C2 1.107
9 H 1.71 -0.71 0.20  C2 1.088
10 H -1.33 1.49 0.07  C3 1.104
11 H -0.21 2.88 0.37  C3 1.098

***

# 3
Here is 2 unconnected molecules or ions with the total composition C3H7N2 in a non-equilibrium geometry from the Open Molecules 2025 dataset. Energies are from ωB97M-V/def2-TZVPD.

Summary:
- Electronic energy: -227.6699 Eh
- Kohn-Sham gap: 10.589 eV
- HOMO level: -0.5250 hartree
- Charge: +1

Last columns: bonded neighbours and bond lengths (Å).
Cartesian coordinates (Å):
1 C 1.28 0.21 1.44  C2 1.300, C3 1.402, H6 1.044
2 C 0.31 0.48 0.61  C1 1.300, C3 1.371, H7 1.072
3 C 0.75 -0.82 0.64  C1 1.402, C2 1.371, N4 1.281
4 N 0.81 -2.08 0.43  C3 1.281, H8 1.020, H9 0.940
5 N -1.63 1.34 -1.31  H10 1.010, H11 1.052, H12 0.920
6 H 2.02 0.47 2.13  C1 1.044
7 H -0.48 0.99 0.11  C2 1.072
8 H 1.66 -2.41 0.88  N4 1.020
9 H 0.30 -2.67 -0.10  N4 0.940
10 H -0.87 1.14 -1.95  N5 1.010
11 H -1.74 2.38 -1.33  N5 1.052
12 H -2.43 0.96 -1.54  N5 0.920